(1)
{"formula": "C22H35NO2P2S2Sr", "method": "ωB97M-V/def2-TZVPD", "species": ["C", "H", "C", "O", "C", "H", "H", "H", "H", "H", "H", "H", "H", "H", "C", "H", "C", "C", "H", "C", "C", "H", "S", "C", "H", "H", "H", "C", "H", "O", "Sr", "H", "P", "H", "H", "C", "H", "H", "H", "H", "H", "H", "C", "H", "S", "C", "H", "P", "C", "N", "C", "C", "C", "C", "C", "C", "C", "H", "H", "H", "H", "C", "H", "H", "H"], "xyz": [[0.14831, 2.17465, -2.09727], [0.84975, 2.81714, -8.07440], [2.28057, -0.07745, -0.48491], [-2.21230, -4.76610, 2.60799], [6.19068, 1.56528, -3.85623], [1.58849, 0.13068, -3.43113], [-3.39923, -3.38316, 5.92539], [2.07897, 0.53185, -8.31209], [4.32471, 4.84616, -4.31519], [5.21336, 4.28634, -2.88521], [-0.85416, -1.20687, -2.28592], [3.30599, 3.74232, -6.92905], [0.10093, 2.54810, -3.13800], [2.26291, 1.74935, -2.47558], [-3.04693, -1.28318, 3.25889], [0.45573, -1.27206, 2.29955], [1.94226, 1.23859, -0.45311], [-3.26481, -2.45591, 5.37788], [-1.70194, 1.00427, -1.85872], [-3.14303, -1.22269, 6.04946], [2.31617, -0.96797, -1.68003], [2.86833, -0.38186, -6.99066], [-2.95422, -0.31463, 0.59714], [-2.97671, -0.03561, 5.32388], [1.29543, 0.33450, 2.35955], [5.60540, 3.14864, -6.45184], [1.09848, -0.27044, -7.04945], [2.02955, 0.28089, -7.24353], [2.60997, -0.55597, 0.45830], [-4.65842, -4.45571, 2.54684], [-0.20080, -0.07076, 0.05946], [3.32760, -0.87365, -2.12055], [2.06561, 1.79026, -6.17614], [-0.36298, 2.94108, -1.48405], [7.06762, 2.02522, -4.33251], [5.10884, 4.15762, -3.97197], [5.23903, 1.41153, -6.45403], [6.05863, 4.42445, -4.45544], [-3.18119, -1.19672, 7.13464], [0.69387, 3.77275, -6.57061], [2.22779, -2.02888, -1.37494], [-2.88403, 0.91287, 5.84546], [1.24532, -0.68480, -2.77774], [-2.80554, 0.85719, 3.35021], [-3.35489, -3.93121, 2.79351], [-0.61615, 0.89849, -2.07308], [1.98122, 3.11906, -1.41835], [4.62065, 2.40932, -4.32395], [-0.13407, -0.35884, -2.32594], [-3.16723, -2.77545, 1.49768], [4.84360, 2.40133, -6.18519], [-2.92995, -0.05917, 3.92504], [0.71972, 2.75521, -6.98503], [3.53555, 2.66735, -6.94058], [0.38948, -0.19609, 2.17745], [1.63561, 2.09043, -1.63731], [-3.21096, -2.46770, 3.98353], [6.14154, 0.50634, -4.14626], [-0.24748, 2.28017, -6.76920], [3.62357, 2.35625, -7.99199], [6.31507, 1.60908, -2.76522], [-3.03180, -1.52124, 1.79107], [1.18091, -1.57609, -3.43120], [1.99871, 1.76750, 0.52267], [-0.49646, 0.21517, 2.64982]], "relative_energy_ev": 0.0000, "total_energy_ev": -70044.7358, "orbital_gap_ha": 0.218, "lumo_energy_ev": -0.3905}


(2)
{"formula": "C41H79FO11", "method": "ωB97M-V/def2-TZVPD", "species": ["C", "H", "O", "H", "H", "H", "H", "H", "H", "H", "C", "C", "H", "H", "H", "C", "C", "C", "H", "O", "O", "H", "C", "C", "C", "H", "H", "H", "H", "H", "C", "H", "H", "C", "H", "C", "H", "C", "H", "C", "H", "H", "O", "H", "O", "H", "H", "H", "O", "H", "C", "H", "C", "H", "H", "H", "H", "H", "H", "H", "H", "C", "H", "C", "H", "H", "H", "H", "H", "H", "O", "H", "H", "H", "O", "C", "H", "C", "C", "C", "H", "C", "H", "H", "H", "C", "H", "H", "H", "H", "H", "H", "H", "H", "H", "O", "C", "C", "H", "H", "C", "H", "O", "H", "H", "H", "H", "C", "C", "C", "C", "C", "C", "H", "H", "H", "C", "C", "C", "C", "O", "C", "H", "H", "H", "C", "F", "C", "C", "H", "H", "H"], "xyz": [[3.06165, -3.31872, -0.43667], [-3.59901, -3.68599, -0.02987], [-4.11551, 0.22986, 0.81402], [-0.18531, 2.24553, 6.71541], [-2.23237, 4.07212, 2.04697], [4.07744, 2.01063, 4.69045], [7.01109, -1.97175, 6.83093], [3.23290, -0.52828, -6.47201], [3.62898, -1.07984, -8.76112], [3.91482, -4.03023, -0.18759], [4.29366, 1.58630, -8.56435], [4.11061, -0.06318, -6.92668], [7.05977, 0.32444, 6.02978], [-8.13595, -5.28998, -1.46318], [1.26629, 4.08738, -2.36391], [3.61167, 1.58142, 2.63380], [-8.19347, -5.73470, -0.46694], [-1.92442, 5.38145, 0.32624], [5.20441, 4.03684, 3.10054], [2.12218, 2.36937, -3.15134], [1.67273, -1.84062, 0.96636], [-1.41056, 2.97085, 4.79996], [-0.51156, 0.45378, 4.13713], [-2.20471, -1.23341, -2.01594], [-0.77939, 1.47685, 6.21508], [3.11610, 1.28332, -4.61378], [1.15748, -1.00734, -2.35612], [-4.00908, 5.73130, 2.09267], [2.47896, -3.61439, -1.38099], [-5.16834, -4.91883, -2.22328], [5.63718, -2.59474, 5.29584], [5.85743, -3.63175, 5.55924], [-6.61631, -7.82520, 1.29584], [6.94912, -0.96458, 4.26696], [0.37323, 3.30506, -3.68580], [2.11576, 4.41414, -4.34775], [4.08971, 2.47864, -3.73159], [2.07305, -3.25601, 0.86054], [5.44412, 0.15201, 5.32444], [6.08936, -1.61407, 6.35996], [-8.35059, -4.93432, 0.26420], [-0.73966, 0.17377, -0.03841], [-2.74948, 2.09499, 1.19323], [-2.96750, -1.50788, 0.69373], [0.08028, 0.63729, 5.43123], [-6.95296, -8.42334, -0.34251], [3.41889, 1.68682, -9.21568], [5.34379, -1.46044, 7.14200], [-2.21934, 6.77521, 0.15350], [2.03844, 2.95984, -5.92587], [-3.79571, -0.99308, 0.07466], [-0.46430, -0.60131, 3.85762], [-4.52036, -3.96988, -2.11725], [4.92958, -0.07710, -6.19915], [-5.54509, -1.51857, -1.30161], [2.71204, 1.35685, 2.05037], [3.26731, 4.29862, 4.52810], [-2.83005, -1.82431, -2.78903], [1.15420, -3.94241, 0.73064], [8.02965, -1.12337, 4.35079], [4.01880, 4.62894, 1.91710], [3.11179, 2.28831, -4.18726], [3.63460, 3.70832, -5.76346], [-9.27329, -6.79340, -0.36257], [-9.35849, -7.33540, -1.31026], [-0.94843, 5.15568, -0.11001], [6.75609, -0.33877, 3.39238], [4.56248, -2.50389, 5.10368], [-1.49120, 0.47655, -3.30589], [1.46294, 5.09095, -4.90177], [4.35604, 2.58240, 1.92492], [0.07538, 1.03306, 3.41522], [-1.83364, -2.00595, -1.26352], [-2.59432, 0.17907, 4.59929], [3.82389, 1.30738, -7.23827], [0.21368, -0.28417, -0.46123], [-3.59725, 7.91165, 1.20869], [1.37099, 3.57879, -3.32522], [-4.58584, -3.48176, -0.58588], [-5.00148, -1.95141, -0.38331], [-0.49202, -1.98912, 0.79489], [5.15752, 0.41179, -8.98003], [2.16812, 3.85555, 3.21150], [1.08159, 0.37462, -0.07061], [-1.25412, 0.85078, 6.97828], [-1.05677, -0.48284, -2.84641], [4.84124, 2.53172, -8.56841], [2.88691, 5.01244, -3.85122], [-2.74807, 2.31284, 5.75710], [-1.00218, 5.32530, 2.26918], [-1.92973, 7.93734, 1.82158], [-3.43025, -4.19328, -2.42384], [-2.68757, 4.80798, -0.21041], [-2.32149, 1.31681, 3.26907], [-9.12726, -8.71863, 0.67750], [6.32942, -2.24555, 4.08949], [0.46326, -1.74722, 0.18295], [4.23937, 3.82744, 2.62621], [-4.08008, -0.15357, -2.04263], [-4.91582, -3.15047, -2.80429], [-3.23710, -0.26152, -1.25955], [2.59261, -3.62602, 1.81597], [-6.95018, -6.37818, -0.15273], [-2.92522, 6.34824, 3.35100], [5.18481, 0.26442, -10.06100], [-10.25263, -6.37964, -0.11664], [4.20808, 0.66994, 2.71832], [3.14516, 3.64752, 3.66060], [-3.00037, 6.11018, 2.28838], [3.25722, 2.17419, 3.98313], [4.51798, -0.73182, -8.22473], [-1.97448, 5.10464, 1.81506], [0.32647, -0.26803, -2.06109], [-0.81417, -1.16287, -3.75096], [5.18167, -1.58491, -8.07416], [-5.37359, -4.14512, -0.06759], [2.76562, 3.35285, -5.20841], [-1.93317, 0.96939, 4.22758], [-1.80669, 2.06182, 5.26520], [-2.71138, 7.29975, 1.39375], [-2.88796, 1.12365, -1.01770], [6.37883, -0.37528, 5.54204], [-8.90620, -7.28562, 1.69443], [0.43092, -2.48596, -0.70819], [2.34749, 1.74726, 4.41013], [-7.22791, -7.67062, 0.40400], [-5.98150, -1.89229, 0.70446], [-8.71359, -7.70915, 0.70332], [-3.19796, 1.26537, 0.38702], [3.42155, -2.23889, -0.63285], [0.72402, 0.77128, -2.36628], [6.18397, 0.56009, -8.62886]], "smiles": "CCOCCCCC[C@@H]1OC(=O)O[C@H]1[C@H](F)CC.C1CCOC1.C1CCOC1.C1CCOC1.C1CCOC1.C1CCOC1.C1CCOC1.C1CCOC1", "total_energy_ev": -69031.1262, "orbital_gap_ha": 0.355, "lumo_energy_ev": 0.5936}


(3)
{"formula": "B5CuF12H8", "method": "ωB97M-V/def2-TZVPD", "species": ["H", "B", "H", "B", "F", "H", "H", "B", "B", "F", "Cu", "H", "F", "H", "F", "F", "F", "H", "F", "F", "F", "F", "F", "H", "F", "B"], "xyz": [[-4.33426, 9.68488, 4.55754], [-2.46029, 4.37236, 7.47718], [-1.24878, 8.69172, 2.90721], [-7.75618, 3.53126, 3.62971], [-7.55977, 2.69841, 4.65981], [-3.90245, 10.04967, 6.16781], [0.53531, 8.36311, 3.16817], [-0.47572, 8.27635, 3.53498], [-4.02664, 5.66693, 0.21242], [-6.98823, 4.70217, 3.66278], [-3.60432, 6.72485, 4.17004], [-0.47902, 8.85074, 4.44839], [-3.01164, 5.72244, -0.63876], [-0.72005, 7.26319, 3.81438], [-1.33399, 3.61883, 7.48443], [-5.06965, 5.19932, -0.59861], [-7.53114, 2.78444, 2.50855], [-5.04740, 8.71865, 5.71556], [-4.32915, 6.88727, 0.76105], [-9.02078, 3.95179, 3.67451], [-3.61216, 4.83380, 1.20322], [-3.21672, 4.10707, 6.47050], [-3.20015, 3.98172, 8.54998], [-5.56078, 10.43486, 5.52125], [-2.23910, 5.68198, 7.44042], [-4.73638, 9.73967, 5.55731]], "relative_energy_ev": 6.5854, "total_charge": -3, "multiplicity": 2, "total_energy_ev": -80769.0507, "orbital_gap_ha": [0.278, 0.098], "s_squared": 0.75, "lumo_energy_ev": [5.8767, 0.9959]}